2 unconnected molecules or ions with the total composition C3H9O3 in a non-equilibrium geometry. Source: OMol25; level of theory: ωB97M-V with the def2-TZVPD basis set.

Cartesian coordinates (Å):
C: -0.98535 -0.92788 -0.61954
O: 0.03754 -1.11584 -1.52529
C: -1.07876 0.49458 -0.07748
C: 0.06729 0.84381 0.84473
O: -0.09285 2.16418 1.41155
H: -1.93793 -1.21596 -1.08307
H: -0.71270 -1.68629 0.12947
H: -2.03825 0.79963 0.34432
H: -1.03799 1.11409 -0.98337
H: 0.12125 0.14924 1.68524
H: 1.02416 0.80302 0.34538
H: 0.40953 2.70848 0.79390
H: 2.82692 -1.12009 -0.37261
H: 1.35529 -1.40134 -0.77438
O: 2.04185 -1.60964 -0.11884

The expectation value of S² is 0.754. As for the total charge: 0. The HOMO energy (spin up / spin down) is -10.4750 / -10.3780 eV. The energy above the lowest of the compared OMol25 structures with the same formula, charge and spin is 9.2 kcal per mole. The value obtained for the molecular weight is 93.1 g mol⁻¹. The calculation puts the largest force on an atom at 1.06 eV/Å. The frontier orbital gap (spin up / spin down) is 11.29 / 8.06 eV. The spin multiplicity is 2.

These are the Mulliken partial charges, in e, on atoms 1 to 2: -0.39, -0.43